[1]
The following is a DFT calculation (the ωB97M-V functional and the def2-TZVPD basis) of 8 unconnected molecules or ions with the total composition C12H40N4O8 at a distorted geometry.

Last column: natural (NBO) charge in e.
CARTESIAN COORDINATES (ANGSTROEM)
1 N -2.437 -0.432 -1.199  -0.84
2 C -2.010 -0.910 -2.343  0.78
3 N -2.716 -1.929 -2.757  -0.80
4 O -0.997 -0.358 -3.097  -0.80
5 H -1.909 0.364 -0.853  0.45
6 H -2.689 -1.075 -0.452  0.41
7 H -2.508 -2.417 -3.646  0.42
8 H -3.321 -2.517 -2.141  0.39
9 N 0.393 3.442 -0.787  -0.88
10 C -0.604 3.067 0.011  0.79
11 N -0.938 3.960 0.890  -0.79
12 O -0.984 1.718 -0.053  -0.82
13 H 0.488 2.656 -1.441  0.47
14 H 0.748 4.384 -0.924  0.41
15 H -1.606 3.793 1.699  0.44
16 H -0.395 4.851 0.899  0.41
17 C -0.269 0.308 4.550  -0.61
18 C -0.506 0.322 3.088  0.11
19 C -2.013 0.109 2.893  -0.63
20 O -0.205 1.476 2.610  -0.75
21 H 0.735 0.686 4.849  0.22
22 H -0.410 -0.725 4.769  0.20
23 H -1.088 0.828 5.045  0.20
24 H -0.013 -0.541 2.507  0.14
25 H -2.622 0.874 3.280  0.20
26 H -2.343 -0.833 3.383  0.19
27 H -2.361 -0.049 1.808  0.21
28 H -0.462 1.558 1.693  0.50
29 C 3.311 1.827 -2.079  -0.63
30 C 2.166 1.099 -2.802  0.14
31 C 2.371 -0.465 -3.044  -0.65
32 O 1.061 1.289 -2.235  -0.75
33 H 3.227 2.884 -2.150  0.20
34 H 4.315 1.570 -2.457  0.21
35 H 3.325 1.553 -1.051  0.22
36 H 2.119 1.543 -3.783  0.12
37 H 1.469 -0.967 -3.391  0.22
38 H 2.723 -0.985 -2.246  0.20
39 H 3.084 -0.586 -3.847  0.20
40 H 0.463 0.719 -2.755  0.54
41 C -0.653 -4.381 -1.774  -0.25
42 O -1.281 -4.594 -3.008  -0.73
43 H 0.259 -5.024 -1.727  0.16
44 H -1.228 -4.413 -0.923  0.17
45 H -0.223 -3.409 -1.821  0.18
46 H -0.712 -4.153 -3.667  0.47
47 C -1.679 -3.451 1.745  -0.26
48 O -2.374 -2.604 0.862  -0.73
49 H -2.278 -4.162 2.361  0.17
50 H -1.107 -2.845 2.490  0.20
51 H -0.960 -4.099 1.212  0.16
52 H -2.941 -3.218 0.319  0.47
53 C 0.682 -1.080 0.212  -0.24
54 O 1.603 -0.076 0.575  -0.74
55 H 0.598 -1.873 0.883  0.16
56 H 1.103 -1.483 -0.695  0.16
57 H -0.359 -0.857 0.049  0.17
58 H 1.382 0.737 0.092  0.48
59 C 2.316 3.132 2.109  -0.25
60 O 2.741 3.433 0.805  -0.76
61 H 2.060 2.078 2.225  0.19
62 H 1.338 3.760 2.190  0.14
63 H 3.110 3.242 2.839  0.18
64 H 2.014 3.246 0.207  0.47

Results
HOMO-LUMO gap = 9.331 eV
E_tot = -35429.5148 eV
LUMO energy = 0.2 eV
Highest occupied orbital energy = -9.09 eV
SMILES = NC(N)=O.NC(N)=O.CC(C)O.CC(C)O.CO.CO.CO.CO

[2]
The following is a DFT calculation (the ωB97M-V functional and the def2-TZVPD basis) of C5H12N2 in the gas phase at a distorted geometry.

Last column: natural (NBO) charge in e.
CARTESIAN COORDINATES (ANGSTROEM)
1 C -2.736 -0.406 -0.526  -0.05
2 N -2.069 -0.143 0.512  -0.43
3 C -0.833 -0.680 1.146  -0.23
4 C 0.516 0.121 1.097  -0.43
5 C 0.903 0.351 -0.370  -0.07
6 C 1.719 1.592 -0.724  -0.63
7 N 1.199 -0.976 -0.867  -0.86
8 H -3.794 0.050 -0.898  0.19
9 H -2.305 -1.282 -1.166  0.11
10 H -0.802 -1.755 0.860  0.17
11 H -1.122 -0.829 2.220  0.21
12 H 1.036 -0.464 1.861  0.22
13 H 0.396 1.034 1.618  0.22
14 H 0.061 0.793 -0.968  0.19
15 H 1.197 2.284 -1.267  0.21
16 H 2.755 1.146 -1.046  0.23
17 H 2.057 2.247 0.113  0.21
18 H 0.647 -1.465 -1.620  0.38
19 H 1.176 -1.618 0.023  0.36

Results
HOMO-LUMO gap = 9.619 eV
E_tot = -8356.1156 eV
LUMO energy = 1.0 eV
Highest occupied orbital energy = -8.63 eV
SMILES = C=NCC[C@@H](C)N

[3]
The following is a DFT calculation (the ωB97M-V functional and the def2-TZVPD basis) of 2 unconnected molecules or ions with the total composition C5H10N2O8 at a distorted geometry.

Last column: natural (NBO) charge in e.
CARTESIAN COORDINATES (ANGSTROEM)
1 H -1.228 -1.508 -2.007  0.49
2 O -1.115 -1.157 -1.118  -0.70
3 C -1.161 0.258 -1.191  0.09
4 C -1.056 0.746 -2.616  -0.10
5 O -0.198 -0.139 -3.346  -0.72
6 C 0.026 0.762 -0.258  0.22
7 C 0.227 2.293 -0.279  -0.65
8 C -0.116 0.237 1.219  -0.11
9 O -1.408 0.519 1.651  -0.39
10 N -1.503 -0.029 3.063  0.71
11 O -0.411 -0.522 3.440  -0.37
12 O -2.542 0.087 3.590  -0.26
13 O 1.023 0.118 -0.912  -0.19
14 O 2.415 0.320 0.312  -0.19
15 N 3.434 0.497 -0.478  0.34
16 O 4.423 0.953 0.119  -0.34
17 H -2.096 0.604 -0.742  0.21
18 H -2.074 0.669 -3.018  0.18
19 H -0.726 1.788 -2.674  0.19
20 H 0.062 0.309 -4.196  0.49
21 H -0.663 2.796 0.127  0.22
22 H 1.097 2.560 0.335  0.24
23 H 0.401 2.630 -1.310  0.22
24 H 0.090 -0.823 1.213  0.22
25 H 0.627 0.777 1.808  0.21

Results
HOMO-LUMO gap (spin up / spin down) = 7.797 / 7.794 eV
E_tot = -24695.5637 eV
LUMO energy (spin up / spin down) = -2.4 / -2.5 eV
Highest occupied orbital energy (spin up / spin down) = -10.25 / -10.25 eV

[4]
The following is a DFT calculation (the ωB97M-V functional and the def2-TZVPD basis) of a molecular structure, C6H13N2OS at a distorted geometry.

Last column: Löwdin spin population.
CARTESIAN COORDINATES (ANGSTROEM)
1 C 2.305 0.377 -0.906  0.22
2 C 1.804 0.222 0.355  0.08
3 C -0.949 -1.851 -0.681  0.02
4 C -1.872 -0.712 -1.123  0.04
5 C -0.698 0.984 0.770  0.58
6 C 0.593 -0.601 0.668  0.40
7 N 0.783 -1.231 1.920  0.20
8 N -0.461 2.218 -0.204  0.06
9 O 0.339 -1.265 -0.489  0.10
10 S -2.286 0.349 0.285  0.18
11 H 3.205 0.860 -0.901  0.02
12 H 1.824 -0.117 -1.728  0.02
13 H 2.257 0.651 1.227  0.00
14 H -1.277 -2.303 0.209  0.00
15 H -0.780 -2.576 -1.522  0.00
16 H -1.291 -0.160 -1.897  0.00
17 H -2.847 -1.222 -1.468  0.00
18 H -0.750 1.296 1.761  0.02
19 H 1.411 -0.721 2.559  0.01
20 H -0.077 -1.749 2.396  0.02
21 H -1.376 2.543 -0.524  0.01
22 H 0.204 2.028 -1.000  0.01
23 H -0.059 2.983 0.292  0.01

Results
HOMO-LUMO gap (spin up / spin down) = 5.471 / 6.708 eV
E_tot = -22282.2928 eV
LUMO energy (spin up / spin down) = -3.1 / -6.5 eV
Highest occupied orbital energy (spin up / spin down) = -8.57 / -13.16 eV
Spin multiplicity = 3
Charge = +1

[5]
The following is a DFT calculation (the ωB97M-V functional and the def2-TZVPD basis) of 6 unconnected molecules or ions with the total composition C20H41N2O8 at a distorted geometry.

Last column: Löwdin charge in e.
CARTESIAN COORDINATES (ANGSTROEM)
1 O 30.330 -25.272 7.037  0.13
2 H 30.992 -25.878 6.619  0.08
3 H 30.198 -25.632 8.006  0.10
4 H 29.451 -25.440 6.570  0.09
5 O 27.869 -25.825 6.446  0.00
6 C 26.963 -26.654 6.325  -0.54
7 N 27.243 -27.945 6.101  0.20
8 C 25.507 -26.284 6.520  0.02
9 H 28.209 -28.223 6.003  0.09
10 H 26.417 -28.492 5.932  0.11
11 H 24.847 -27.150 6.440  0.08
12 H 25.176 -25.764 5.613  0.10
13 H 25.394 -25.658 7.396  0.09
14 C 28.033 -24.968 9.831  -0.08
15 C 28.666 -26.365 9.975  -0.22
16 N 30.054 -26.359 9.470  -0.19
17 C 30.569 -27.751 9.552  -0.22
18 C 30.428 -28.515 10.870  -0.06
19 C 30.843 -25.445 10.332  -0.22
20 C 32.336 -25.444 9.971  -0.07
21 H 26.969 -24.898 10.085  0.08
22 H 28.129 -24.599 8.809  0.07
23 H 28.390 -24.222 10.547  0.06
24 H 28.573 -26.600 11.036  0.11
25 H 28.050 -27.026 9.368  0.12
26 H 30.081 -28.254 8.711  0.11
27 H 31.602 -27.782 9.200  0.11
28 H 29.885 -29.451 10.802  0.08
29 H 31.420 -28.774 11.255  0.08
30 H 30.073 -27.858 11.663  0.06
31 H 30.814 -25.871 11.342  0.12
32 H 30.582 -24.395 10.394  0.09
33 H 32.551 -25.405 8.897  0.06
34 H 32.847 -26.364 10.266  0.07
35 H 32.801 -24.575 10.435  0.08
36 O 32.830 -25.672 6.198  0.11
37 C 33.871 -25.308 5.744  -0.46
38 O 34.419 -25.888 4.652  0.02
39 C 35.725 -25.305 4.378  -0.12
40 C 35.774 -24.007 5.186  -0.14
41 C 34.810 -24.267 6.320  -0.07
42 H 35.587 -25.014 3.336  0.13
43 H 36.579 -25.962 4.508  0.13
44 H 35.478 -23.156 4.578  0.12
45 H 36.748 -23.801 5.630  0.12
46 H 34.234 -23.422 6.691  0.12
47 H 35.263 -24.779 7.173  0.14
48 O 30.358 -22.478 7.729  0.12
49 C 31.061 -21.883 8.482  -0.48
50 O 32.371 -21.705 8.169  0.01
51 C 33.059 -20.941 9.168  -0.14
52 C 32.048 -20.710 10.311  -0.15
53 C 30.728 -21.303 9.859  -0.06
54 H 33.363 -20.008 8.701  0.12
55 H 33.907 -21.461 9.608  0.12
56 H 32.009 -19.654 10.583  0.11
57 H 32.381 -21.150 11.254  0.11
58 H 29.946 -20.549 9.835  0.13
59 H 30.349 -22.152 10.425  0.11
60 O 30.329 -27.600 5.669  0.08
61 C 30.387 -27.688 4.471  -0.46
62 O 29.339 -28.121 3.766  0.02
63 C 29.619 -28.048 2.327  -0.10
64 C 31.103 -27.765 2.205  -0.14
65 C 31.596 -27.410 3.610  -0.05
66 H 28.963 -27.207 2.081  0.13
67 H 29.234 -28.950 1.860  0.13
68 H 31.287 -26.982 1.465  0.12
69 H 31.592 -28.594 1.689  0.12
70 H 31.833 -26.350 3.657  0.12
71 H 32.459 -28.009 3.881  0.14

Results
HOMO-LUMO gap = 10.704 eV
E_tot = -40760.6633 eV
LUMO energy = -1.5 eV
Highest occupied orbital energy = -12.23 eV
Charge = +1

[6]
The following is a DFT calculation (the ωB97M-V functional and the def2-TZVPD basis) of a molecular structure, C6H16IO2Zn at a distorted geometry.

Last column: natural (NBO) charge in e.
CARTESIAN COORDINATES (ANGSTROEM)
1 Zn -2.055 -5.457 -0.129  1.15
2 I -0.923 -2.986 -0.312  -0.16
3 C 0.802 0.375 4.089  -0.63
4 C 0.336 0.120 2.668  0.09
5 C 1.480 0.213 1.667  -0.63
6 O -0.270 -1.184 2.609  -0.72
7 H 1.579 -0.337 4.363  0.22
8 H -0.035 0.225 4.775  0.22
9 H 1.074 1.418 4.243  0.22
10 H -0.444 0.830 2.372  0.17
11 H 2.368 -0.345 1.968  0.21
12 H 1.702 1.284 1.660  0.23
13 H 1.262 -0.099 0.641  0.18
14 H -0.445 -1.344 1.677  0.43
15 C 0.756 0.760 -2.568  -0.63
16 C -0.730 1.095 -2.473  0.09
17 C -1.582 0.311 -3.499  -0.63
18 O -1.134 0.761 -1.144  -0.70
19 H 0.902 -0.327 -2.540  0.18
20 H 1.289 1.222 -1.739  0.22
21 H 1.205 1.078 -3.511  0.23
22 H -0.846 2.161 -2.660  0.19
23 H -1.877 -0.657 -3.088  0.19
24 H -1.067 0.144 -4.443  0.22
25 H -2.501 0.879 -3.641  0.23
26 H -0.847 -0.142 -0.985  0.43

Results
HOMO-LUMO gap = 3.733 eV
E_tot = -67085.5916 eV
LUMO energy = -8.8 eV
Highest occupied orbital energy = -12.57 eV
Charge = +1